Entry 1:
{"formula": "C20H26N2O6", "method": "ωB97M-V/def2-TZVPD", "species": ["C", "C", "O", "C", "O", "N", "C", "C", "N", "C", "O", "C", "O", "C", "C", "C", "C", "C", "C", "C", "O", "C", "C", "C", "C", "O", "C", "C", "H", "H", "H", "H", "H", "H", "H", "H", "H", "H", "H", "H", "H", "H", "H", "H", "H", "H", "H", "H", "H", "H", "H", "H", "H", "H"], "xyz": [[6.17482, 2.98530, -5.23831], [5.89500, 1.49433, -5.23962], [5.14844, 1.17691, -4.06349], [4.63256, -0.06801, -4.02673], [4.73738, -0.87069, -4.92462], [4.00269, -0.32886, -2.85382], [3.73176, 0.65114, -1.82616], [2.22294, 0.90821, -1.74540], [1.51886, -0.34677, -1.55177], [0.97936, -0.61097, -0.33551], [0.96859, 0.20614, 0.55968], [0.33320, -1.99465, -0.16810], [-0.22590, -2.15929, 1.10524], [-1.28980, -1.38428, 1.47298], [-1.98367, -0.51521, 0.63238], [-3.07499, 0.18968, 1.10130], [-3.50371, 0.05695, 2.41791], [-2.79920, -0.80278, 3.27349], [-1.71005, -1.51992, 2.78777], [-3.17721, -0.90552, 4.69005], [-2.73742, -1.73280, 5.45534], [-4.15177, 0.17582, 5.11772], [-5.20959, 0.42326, 4.03944], [-6.08845, 1.61797, 4.40656], [-6.06642, -0.83140, 3.83492], [-4.58729, 0.77284, 2.79717], [1.77737, -1.29268, -2.61432], [3.28570, -1.57240, -2.69180], [6.75485, 3.24640, -6.11841], [5.24236, 3.54327, -5.24853], [6.73475, 3.26026, -4.34858], [5.31632, 1.19499, -6.12009], [6.82621, 0.91681, -5.23251], [4.08151, 0.25775, -0.86497], [4.26596, 1.57090, -2.05504], [1.87227, 1.36816, -2.67468], [1.98951, 1.55739, -0.90077], [1.10299, -2.76961, -0.23156], [-0.41545, -2.16302, -0.95620], [-1.67915, -0.36785, -0.39199], [-3.61250, 0.86118, 0.45058], [-1.17849, -2.17699, 3.45760], [-4.62130, -0.09947, 6.06209], [-3.56964, 1.08937, 5.27475], [-5.47771, 2.51043, 4.51549], [-6.61166, 1.42775, 5.33888], [-6.81542, 1.79355, 3.61835], [-6.60024, -1.07335, 4.74952], [-6.78668, -0.65943, 3.03851], [-5.44165, -1.67935, 3.56156], [1.45096, -0.84395, -3.55968], [1.23166, -2.22056, -2.46282], [3.61868, -2.05765, -1.76763], [3.51867, -2.20932, -3.54616]], "forces_ev_per_a": [[-0.2, -0.4, 0.2], [0.2, 0.0, -0.5], [-0.1, 0.1, 0.2], [0.1, 0.0, 0.1], [0.1, -0.1, -0.4], [0.0, 0.0, 0.1], [-0.2, 0.3, 0.1], [0.2, 0.2, 0.3], [0.0, 0.3, -0.2], [-0.1, -0.2, 0.0], [0.0, 0.0, 0.3], [-0.1, 0.1, 0.2], [0.2, 0.0, 0.0], [-0.4, 0.0, 0.4], [0.1, -0.1, 0.1], [-0.1, 0.0, 0.2], [0.4, -0.4, -0.1], [0.1, 0.0, -0.5], [0.1, 0.1, -0.3], [-0.3, 0.3, 0.3], [0.1, 0.0, 0.0], [0.0, -0.1, -0.1], [-0.5, -0.1, 0.5], [0.3, -0.3, -0.2], [0.2, 0.3, -0.1], [0.0, 0.3, -0.1], [0.3, -0.3, 0.0], [-0.2, -0.2, -0.3], [0.1, 0.0, -0.1], [-0.1, 0.1, 0.0], [0.1, 0.1, 0.1], [0.1, 0.0, 0.1], [-0.2, 0.0, 0.0], [0.0, 0.1, 0.0], [0.0, -0.1, 0.1], [0.0, 0.0, 0.0], [0.0, 0.0, -0.2], [-0.1, 0.1, -0.1], [0.1, 0.0, 0.0], [0.0, 0.0, -0.1], [-0.1, 0.1, -0.1], [0.1, -0.1, 0.1], [0.0, 0.0, 0.0], [0.0, 0.0, 0.0], [0.1, 0.1, 0.0], [-0.1, 0.0, 0.1], [-0.1, 0.0, -0.1], [0.0, 0.0, 0.1], [-0.1, 0.0, -0.1], [0.0, -0.1, 0.0], [0.0, -0.1, 0.0], [0.0, 0.0, 0.0], [0.0, 0.0, 0.0], [0.0, 0.0, 0.2]], "mulliken_charge": [-1.2255, -0.2228, -0.3397, 0.7659, -0.6505, 0.1257, -0.6550, -0.8741, 0.0536, 1.0302, -0.6475, -0.8969, -0.4299, 0.7492, -0.0585, -1.3052, 0.1743, 0.8970, -0.9269, 0.2714, -0.6485, -0.9440, 1.3773, -1.8243, -1.5424, -0.5134, -0.7778, -0.8905, 0.3968, 0.3073, 0.3157, 0.3259, 0.2829, 0.2433, 0.4449, 0.3204, 0.4512, 0.4318, 0.4179, 0.3563, 0.4285, 0.5462, 0.4024, 0.4073, 0.4004, 0.3956, 0.4075, 0.3854, 0.4012, 0.3666, 0.2489, 0.4870, 0.2776, 0.4799], "de_lowest_kj_mol": 102.5, "e_homo_ev": -8.0, "smiles": "CCOC(=O)N1CCN(C(=O)COc2ccc3c(c2)C(=O)CC(C)(C)O3)CC1", "total_charge": 0, "homo_lumo_gap_ev": 8.50}

Entry 2:
{"formula": "C20H26N4O2", "method": "ωB97M-V/def2-TZVPD", "species": ["C", "C", "C", "N", "C", "C", "C", "C", "C", "C", "C", "C", "C", "C", "O", "N", "C", "C", "C", "N", "C", "C", "C", "C", "O", "N", "H", "H", "H", "H", "H", "H", "H", "H", "H", "H", "H", "H", "H", "H", "H", "H", "H", "H", "H", "H", "H", "H", "H", "H", "H", "H"], "xyz": [[-1.70711, 0.45660, 1.69893], [-1.61783, 0.99832, 0.26620], [-1.04382, 2.36746, 0.23236], [-1.73435, 3.54954, 0.26089], [-0.83110, 4.57776, 0.22152], [-1.03438, 5.95085, 0.23015], [0.07863, 6.76257, 0.17651], [1.36779, 6.22616, 0.11689], [1.57939, 4.86615, 0.10979], [0.47259, 4.01958, 0.16175], [0.29783, 2.60620, 0.17418], [1.24653, 1.46280, 0.10705], [0.64488, 0.36299, -0.77660], [1.40280, -0.95754, -0.56602], [2.39888, -1.05248, 0.12002], [0.84139, -1.98119, -1.23554], [1.34005, -3.33175, -1.07368], [0.53928, -4.11455, -0.03441], [1.07129, -5.55294, 0.09091], [0.40462, -6.40900, 1.04759], [0.54806, -5.98267, 2.42217], [-0.97194, -6.70642, 0.71842], [-0.37774, -1.75976, -1.97562], [-1.36133, -0.92519, -1.15879], [-2.54377, -1.19324, -1.07695], [-0.77633, 0.12276, -0.55203], [-2.13140, -0.54395, 1.68253], [-2.34476, 1.10003, 2.29960], [-0.72007, 0.41921, 2.15220], [-2.61941, 0.96920, -0.18234], [-2.73446, 3.64582, 0.30168], [-2.03049, 6.36606, 0.27676], [-0.04494, 7.83533, 0.18071], [2.21147, 6.89930, 0.07658], [2.57798, 4.45801, 0.06687], [2.20816, 1.75849, -0.31162], [1.44102, 1.05376, 1.10283], [0.77706, 0.65758, -1.83162], [1.30827, -3.83573, -2.04405], [2.37998, -3.24519, -0.75018], [0.62379, -3.60360, 0.92605], [-0.51452, -4.13510, -0.32016], [2.12834, -5.51372, 0.37022], [1.00210, -6.04306, -0.88559], [-0.05545, -5.09718, 2.67169], [1.59478, -5.76127, 2.62220], [0.23560, -6.79952, 3.07305], [-1.65324, -5.85456, 0.86333], [-1.03134, -7.03126, -0.31910], [-1.31187, -7.52278, 1.35578], [-0.84407, -2.71390, -2.21976], [-0.16720, -1.22696, -2.91508]], "forces_ev_per_a": [[-0.1, 0.0, -0.2], [-0.3, 0.0, 0.2], [0.6, -0.1, -0.2], [-0.4, -0.1, 0.1], [0.5, 0.2, 0.0], [-0.1, 0.1, 0.0], [-0.1, 0.1, 0.0], [0.2, 0.1, 0.0], [-0.1, 0.0, 0.0], [-0.4, 0.2, 0.0], [-0.5, -0.3, -0.1], [-0.2, -0.1, 0.0], [0.6, 0.1, -0.1], [-0.1, 0.3, -0.2], [0.3, 0.0, 0.2], [0.1, -0.3, -0.1], [0.1, -0.2, 0.3], [0.2, -0.3, -0.1], [-0.1, 0.2, 0.0], [0.0, -0.1, 0.0], [0.0, -0.1, -0.1], [0.1, 0.0, 0.1], [-0.3, 0.2, -0.1], [0.1, -0.4, -0.3], [-0.3, -0.1, 0.0], [-0.1, 0.2, 0.2], [0.0, -0.1, 0.0], [-0.1, 0.1, 0.1], [0.1, 0.0, 0.1], [0.2, 0.0, 0.1], [0.1, 0.0, 0.0], [-0.1, 0.1, 0.0], [0.0, 0.1, 0.0], [0.1, 0.0, 0.0], [0.1, 0.0, 0.0], [0.0, -0.1, 0.0], [0.1, 0.0, -0.1], [0.1, 0.0, 0.2], [0.0, 0.0, 0.0], [-0.1, -0.1, -0.1], [-0.1, 0.1, 0.0], [-0.1, 0.0, 0.0], [0.0, 0.0, -0.1], [0.1, 0.0, 0.0], [0.0, 0.0, 0.0], [0.1, 0.0, 0.1], [0.0, 0.0, 0.1], [0.0, 0.0, 0.0], [-0.1, 0.0, -0.1], [-0.1, 0.0, 0.0], [0.0, 0.1, 0.1], [-0.1, -0.1, 0.0]], "mulliken_charge": [-1.4193, -0.2566, -0.3907, -0.0222, -0.3798, -0.8595, -0.4855, -0.6920, -0.5354, 0.6109, 0.9651, -1.0991, 0.1313, 0.4420, -0.7030, 0.2812, -1.4201, 0.5507, -1.3217, 0.0742, -0.9543, -0.9432, -1.0185, 0.8227, -0.6982, 0.1766, 0.4224, 0.4047, 0.2987, 0.5957, 0.2254, 0.3935, 0.3826, 0.3904, 0.4669, 0.5024, 0.3292, 0.2356, 0.3580, 0.3937, 0.2007, 0.2839, 0.3194, 0.3501, 0.3354, 0.2932, 0.3439, 0.3225, 0.2899, 0.3389, 0.3665, 0.3008], "de_lowest_kj_mol": 104.3, "e_homo_ev": -7.9, "smiles": "C[C@H]1c2[nH]c3ccccc3c2C[C@H]2C(=O)N(CCCN(C)C)CC(=O)N21", "total_charge": 0, "homo_lumo_gap_ev": 8.58}

Entry 3:
{"formula": "C20H26N6O3", "method": "ωB97M-V/def2-TZVPD", "species": ["O", "C", "C", "N", "C", "C", "N", "C", "C", "C", "C", "C", "C", "C", "C", "C", "N", "C", "C", "N", "C", "C", "C", "C", "N", "O", "O", "C", "N", "H", "H", "H", "H", "H", "H", "H", "H", "H", "H", "H", "H", "H", "H", "H", "H", "H", "H", "H", "H", "H", "H", "H", "H", "H", "H"], "xyz": [[-3.15153, -0.14198, 1.49389], [-2.10987, -0.37000, 0.91678], [-1.04893, 0.69113, 0.65747], [0.25729, 0.10059, 0.43340], [0.86725, -0.32643, 1.68377], [2.16874, -1.06520, 1.39432], [3.07846, -0.17883, 0.69940], [4.38891, -0.76967, 0.49323], [5.38070, 0.26019, 0.02367], [6.25654, -0.00618, -1.01873], [7.17465, 0.94709, -1.42582], [7.22003, 2.17951, -0.79852], [6.34506, 2.45459, 0.23991], [5.43383, 1.49960, 0.65041], [2.47616, 0.25334, -0.54628], [1.17318, 0.99140, -0.26038], [-1.78285, -1.58107, 0.41209], [-2.72656, -2.66472, 0.35496], [-3.31104, -2.81868, -1.06907], [-3.62004, -1.54121, -1.66304], [-4.49032, -0.64130, -1.13983], [-5.56285, -0.99483, -0.29966], [-6.38845, -0.00129, 0.15714], [-6.13941, 1.31661, -0.23950], [-6.96864, 2.37945, 0.21972], [-7.91627, 2.09570, 0.92780], [-6.68886, 3.51074, -0.13042], [-5.06870, 1.56786, -1.09325], [-4.27252, 0.62212, -1.53142], [-1.06436, 1.41533, 1.48632], [-1.36515, 1.22103, -0.24740], [0.17312, -0.98587, 2.20945], [1.08609, 0.53872, 2.33110], [2.62689, -1.37448, 2.33667], [1.94923, -1.97193, 0.79906], [4.35166, -1.61132, -0.22287], [4.72516, -1.16765, 1.45719], [6.22303, -0.96645, -1.51462], [7.85343, 0.72690, -2.23684], [7.93430, 2.92398, -1.11783], [6.37668, 3.41581, 0.73184], [4.74524, 1.70446, 1.45577], [3.17162, 0.92227, -1.05715], [2.26702, -0.60768, -1.20903], [0.71545, 1.30358, -1.20211], [1.39537, 1.88900, 0.33886], [-0.89560, -1.64321, -0.06833], [-3.52159, -2.40630, 1.05879], [-2.25655, -3.60125, 0.66572], [-4.21016, -3.43842, -1.02772], [-2.58706, -3.31263, -1.72001], [-2.86967, -1.09134, -2.16903], [-5.72603, -2.02052, -0.01487], [-7.21780, -0.20639, 0.81680], [-4.85426, 2.57583, -1.42175]], "forces_ev_per_a": [[-0.2, 0.2, 0.2], [0.4, 0.0, 0.0], [0.0, 0.1, 0.0], [0.0, 0.2, 0.0], [0.2, -0.3, 0.1], [-0.2, 0.1, 0.2], [0.0, -0.1, 0.0], [0.0, 0.0, 0.1], [0.1, 0.0, -0.1], [-0.1, 0.0, 0.1], [0.1, 0.0, -0.1], [0.1, 0.0, -0.1], [0.0, 0.1, 0.1], [0.0, 0.0, 0.0], [-0.1, 0.3, -0.1], [0.2, -0.1, -0.3], [0.2, -0.4, -0.1], [-0.2, 0.0, -0.1], [0.0, 0.1, 0.4], [0.3, -0.2, -0.4], [-0.4, 0.2, 0.0], [0.1, 0.1, -0.1], [0.0, 0.4, -0.1], [0.7, -1.0, -0.4], [-0.3, 0.5, 0.1], [-0.2, 0.0, 0.1], [0.0, 0.2, 0.0], [-0.5, 0.4, 0.3], [0.3, -0.3, -0.1], [0.0, -0.1, -0.1], [0.0, 0.0, 0.0], [0.0, 0.0, 0.0], [0.0, 0.0, 0.0], [0.0, 0.0, 0.0], [0.0, 0.0, 0.1], [0.0, 0.0, 0.1], [-0.1, -0.1, -0.1], [0.0, -0.1, 0.0], [0.1, 0.0, -0.1], [0.1, 0.1, 0.0], [0.0, 0.1, 0.0], [-0.1, 0.0, 0.1], [-0.1, 0.0, 0.0], [0.0, 0.1, 0.0], [0.0, 0.0, 0.0], [0.0, 0.0, 0.0], [0.0, 0.1, 0.1], [0.1, -0.1, 0.0], [-0.1, 0.0, 0.0], [0.1, -0.1, -0.1], [-0.1, 0.0, 0.0], [-0.1, 0.0, 0.1], [0.0, -0.1, 0.1], [0.0, 0.0, 0.0], [-0.1, 0.1, 0.0]], "mulliken_charge": [-0.6765, 0.6579, -1.0418, 0.1901, -0.6385, -0.9042, 0.2637, -1.0933, 0.5344, -0.4735, -0.5715, -0.3986, -0.5760, -0.1702, -0.6922, -0.9250, 0.0200, -0.8130, -0.9147, -0.1174, 0.3597, -0.2639, -0.6304, -0.0513, 0.9891, -0.6298, -0.6251, -0.1017, -0.5965, 0.3219, 0.4332, 0.4192, 0.3899, 0.4316, 0.3015, 0.3497, 0.3907, 0.3430, 0.3764, 0.3787, 0.3828, 0.3883, 0.4369, 0.2409, 0.4550, 0.3181, 0.2657, 0.4320, 0.4029, 0.3372, 0.4459, 0.3221, 0.3620, 0.4857, 0.4786], "de_lowest_kj_mol": 377.1, "e_homo_ev": -8.6, "smiles": "O=C(CN1CCN(Cc2ccccc2)CC1)NCCNc1ccc([N+](=O)[O-])cn1", "total_charge": 0, "homo_lumo_gap_ev": 8.59}

Entry 4:
{"formula": "C20H26NO5P", "method": "ωB97M-V/def2-TZVPD", "species": ["C", "C", "C", "O", "P", "O", "O", "C", "C", "C", "C", "N", "C", "C", "C", "C", "C", "O", "O", "C", "C", "C", "C", "C", "C", "C", "C", "H", "H", "H", "H", "H", "H", "H", "H", "H", "H", "H", "H", "H", "H", "H", "H", "H", "H", "H", "H", "H", "H", "H", "H", "H", "H"], "xyz": [[-0.58007, 2.96683, 2.03368], [0.42774, 2.19726, 2.88278], [-0.25721, 1.39077, 3.97304], [1.25300, 1.39285, 2.04214], [1.08684, -0.16821, 1.70812], [1.14646, -1.09206, 2.84279], [2.27826, -0.31226, 0.66239], [3.42069, -1.10220, 1.01324], [3.82455, -1.90006, -0.21765], [4.52892, -0.18219, 1.50340], [-0.36851, -0.33392, 0.57156], [-0.26292, 0.72080, -0.38788], [-1.21315, 1.04439, -1.30986], [-2.46040, 0.40762, -1.35125], [-3.41275, 0.79754, -2.26487], [-3.15344, 1.82931, -3.16717], [-4.14470, 2.27275, -4.15131], [-3.97502, 3.15521, -4.96100], [-5.31297, 1.59951, -4.08679], [-1.90571, 2.45910, -3.13612], [-0.95322, 2.07491, -2.22643], [-0.27960, -1.73463, 0.02596], [0.24133, -1.98514, -1.23538], [0.36941, -3.28653, -1.69000], [-0.00936, -4.34611, -0.88423], [-0.52454, -4.10002, 0.37783], [-0.66200, -2.80052, 0.83039], [-1.31559, 2.29224, 1.60267], [-1.09429, 3.69935, 2.65002], [-0.07088, 3.48502, 1.22545], [1.12859, 2.90948, 3.33913], [0.47577, 0.81225, 4.52801], [-0.78064, 2.05839, 4.65280], [-0.97035, 0.69746, 3.53175], [3.12541, -1.78174, 1.82231], [4.08646, -1.22478, -1.02862], [4.68067, -2.52681, 0.01432], [2.99887, -2.53042, -0.53896], [5.40004, -0.76559, 1.78827], [4.80689, 0.51867, 0.71968], [4.17692, 0.37874, 2.36612], [-1.28685, -0.22777, 1.16468], [0.66079, 1.10732, -0.50788], [-2.67280, -0.40458, -0.67367], [-4.37003, 0.30113, -2.29162], [-5.91450, 1.94582, -4.76319], [-1.71213, 3.25200, -3.84238], [0.01054, 2.56356, -2.20394], [0.54276, -1.16306, -1.86741], [0.77172, -3.47129, -2.67533], [0.09708, -5.36076, -1.23804], [-0.81952, -4.92264, 1.01182], [-1.05656, -2.60700, 1.81661]], "forces_ev_per_a": [[0.4, -0.1, 0.1], [-0.5, 0.6, 0.4], [0.3, 0.1, -0.1], [0.1, -0.8, -0.5], [0.3, 0.7, -0.1], [-0.3, -0.1, 0.0], [-0.7, 0.3, 0.0], [0.8, -0.5, 0.1], [-0.3, 0.2, 0.3], [-0.4, -0.1, 0.0], [0.4, 0.1, 0.5], [0.5, 0.1, 0.0], [-0.4, 0.1, -0.2], [0.2, -0.1, 0.2], [0.0, 0.3, -0.3], [0.1, -0.2, 0.3], [-0.2, 0.4, -0.5], [0.0, -0.1, 0.1], [-0.2, -0.3, 0.2], [-0.3, -0.1, -0.1], [0.1, -0.1, 0.0], [-0.1, -0.3, -0.2], [-0.1, 0.0, 0.0], [0.0, 0.0, -0.1], [0.0, -0.1, 0.0], [0.0, -0.1, 0.0], [0.0, 0.0, -0.1], [-0.1, -0.1, -0.1], [-0.1, 0.1, 0.1], [0.0, 0.1, -0.1], [-0.1, -0.2, -0.1], [0.0, -0.1, 0.1], [-0.1, 0.1, 0.0], [-0.2, -0.1, 0.1], [0.1, 0.1, -0.2], [0.1, 0.1, -0.1], [0.1, -0.1, 0.0], [0.0, -0.1, 0.0], [0.1, 0.0, 0.0], [0.1, 0.1, -0.1], [0.1, 0.1, 0.1], [0.1, 0.0, 0.0], [-0.1, 0.1, -0.1], [0.0, -0.1, 0.1], [-0.1, -0.1, 0.0], [0.3, 0.1, 0.0], [0.0, 0.1, 0.0], [0.1, 0.1, 0.0], [0.0, 0.1, 0.0], [0.0, 0.0, -0.1], [0.0, -0.1, 0.0], [0.0, -0.1, 0.1], [0.0, 0.0, 0.1]], "mulliken_charge": [-1.1857, 0.4299, -1.3246, -0.4508, 0.9103, -0.9080, -0.4294, 0.5343, -1.3056, -1.4890, -0.5373, 0.6675, 0.7887, -0.1705, -1.3116, 0.1988, 0.5689, -0.6116, -0.4584, -0.8526, -0.6415, 0.0780, -0.1459, -0.7633, -0.4263, -0.8247, -0.3191, 0.1619, 0.4879, 0.3118, 0.3586, 0.3611, 0.4760, 0.2462, 0.3956, 0.2979, 0.4644, 0.2336, 0.4612, 0.3012, 0.3054, 0.8534, 0.1333, 0.4445, 0.4144, 0.3472, 0.4201, 0.4759, 0.3934, 0.4089, 0.4047, 0.4215, 0.3994], "de_lowest_kj_mol": 0.0, "e_homo_ev": -8.2, "smiles": "CC(C)OP(=O)(OC(C)C)[C@@H](Nc1ccc(C(=O)O)cc1)c1ccccc1", "total_charge": 0, "homo_lumo_gap_ev": 8.88}

Number 3 is which compound? C20H26N6O3